Entry 1:
Entry from OMol25: a molecular structure, C4H12NO3PS at a distorted geometry (wB97M-V/def2-TZVPD).

The calculation puts the energy relative to the best compared isomer or geometry (same formula, charge and spin) at 48.2 kcal/mol. The calculation puts the HOMO energy at -8.5042 eV. As for the total energy: -1179.58857 Eh. The max |F| is 4.7 eV/Å. The LUMO energy is -0.41 eV. The frontier orbital gap is 8.1 eV.

Positions of all 22 atoms, in Å:
C  0.020  1.570  1.858
C  0.744  1.976  -0.675
C  0.297  -1.170  1.384
C  0.826  1.059  0.544
N  0.018  -0.141  0.435
O  -1.076  -2.995  -1.170
O  -1.882  -0.727  -1.620
O  0.517  -0.946  -1.075
P  -0.595  -1.647  -1.896
S  -0.093  -1.881  -3.768
H  -0.935  1.792  1.615
H  0.216  0.872  2.640
H  0.535  2.488  2.135
H  -0.207  1.655  -1.223
H  1.550  1.770  -1.234
H  0.724  3.057  -0.550
H  0.092  -2.192  0.783
H  1.417  -1.127  1.615
H  -0.566  -1.228  2.195
H  1.842  1.088  0.806
H  -1.799  -3.370  -1.571
H  -1.644  0.097  -1.230

=====

Entry 2:
Entry from OMol25: a molecular structure, C30H22BF4MoNO8S at a distorted geometry (wB97M-V/def2-TZVPD).

The calculation puts the HOMO energy (spin up / spin down) at -1.7487 / -1.8004 eV. The net charge is -2. As for the total energy: -2704.10535 Eh. The max |F| is 2.6 eV/Å. The LUMO energy (spin up / spin down) is 4.16 / 4.18 eV. The frontier orbital gap (spin up / spin down) is 5.9 / 6.0 eV.

Positions of all 68 atoms, in Å:
Mo  0.677  -1.236  -0.557
O  -2.802  -1.152  -2.490
C  -2.067  -1.133  -1.526
O  -0.951  -0.423  -1.468
C  -2.481  -1.746  -0.187
C  -2.021  -0.833  0.958
C  -2.796  -1.076  2.239
C  -2.261  -2.458  2.673
C  -1.237  -2.761  1.591
O  -0.718  -1.415  1.278
C  -1.855  -3.124  0.239
C  -0.701  -3.733  -0.597
O  -0.207  -4.768  -0.178
O  -0.343  -3.016  -1.610
H  -3.570  -1.825  -0.211
H  -1.864  0.207  0.683
H  -2.551  -0.310  2.974
H  -3.873  -1.061  2.065
H  -1.788  -2.410  3.653
H  -3.030  -3.231  2.699
H  -0.404  -3.404  1.865
H  -2.620  -3.898  0.313
F  1.883  -2.303  0.802
B  3.279  -2.272  1.375
F  3.766  -3.559  1.238
F  3.097  -1.925  2.716
F  4.016  -1.340  0.702
O  2.667  -3.454  -5.530
S  4.033  -3.261  -4.570
O  4.862  -2.300  -5.302
N  3.458  -2.565  -3.233
C  2.319  -1.932  -3.159
O  1.990  -1.364  -2.056
C  1.421  -1.776  -4.328
C  0.335  -0.904  -4.316
C  -0.500  -0.800  -5.413
C  -0.250  -1.573  -6.542
C  0.826  -2.440  -6.581
C  1.655  -2.541  -5.468
H  0.124  -0.341  -3.421
H  -1.359  -0.145  -5.362
H  -0.909  -1.509  -7.401
H  1.040  -3.057  -7.444
C  1.065  0.516  0.287
C  0.803  1.544  0.966
C  0.421  2.604  1.711
C  0.369  3.964  1.124
C  0.210  4.114  -0.257
C  0.195  5.370  -0.840
C  0.342  6.513  -0.062
C  0.516  6.378  1.308
C  0.530  5.119  1.894
C  0.036  2.348  3.129
C  -0.941  3.091  3.795
C  -1.321  2.768  5.093
C  -0.730  1.700  5.752
C  0.240  0.949  5.095
C  0.614  1.264  3.800
H  0.102  3.223  -0.864
H  0.066  5.448  -1.913
H  0.329  7.494  -0.520
H  0.654  7.256  1.930
H  0.698  5.030  2.959
H  -1.430  3.908  3.283
H  -2.091  3.352  5.583
H  -1.025  1.447  6.763
H  0.707  0.105  5.588
H  1.351  0.663  3.279

=====

Entry 3:
Entry from OMol25: 12 unconnected molecules or ions with the total composition C23H67NO14S3 at a distorted geometry (wB97M-V/def2-TZVPD).

The calculation puts the HOMO energy at -8.4851 eV. As for the total energy: -3218.97054 Eh. The max |F| is 1.4 eV/Å. As for the structure (SMILES): CCN(CC)C(=S)SCCC[C@H]1CCCOS1(=O)=O.CO.CO.CO.CO.CO.CO.CO.CO.CO.CO.CO. The LUMO energy is 0.07 eV. The frontier orbital gap is 8.6 eV.

Positions of all 108 atoms, in Å:
C  -5.095  -2.484  -0.806
C  -4.461  -2.131  -2.138
N  -4.025  -0.704  -2.326
C  -2.673  -0.673  -2.938
C  -2.724  -1.283  -4.353
C  -4.157  0.100  -1.182
S  -5.555  0.812  -0.768
S  -2.717  0.271  -0.163
C  -2.925  1.874  0.633
C  -1.931  2.047  1.776
C  -1.843  0.888  2.777
C  -0.658  -0.032  2.467
C  0.577  0.288  3.318
C  1.750  -0.647  3.052
C  1.407  -2.119  3.104
O  0.245  -2.458  2.288
S  -1.066  -1.731  2.784
O  -1.204  -1.883  4.207
O  -2.160  -2.188  1.995
H  -4.379  -2.403  0.012
H  -5.402  -3.528  -0.865
H  -5.988  -1.909  -0.589
H  -3.604  -2.783  -2.297
H  -5.189  -2.348  -2.921
H  -1.957  -1.219  -2.324
H  -2.367  0.366  -3.028
H  -2.296  -2.281  -4.382
H  -3.760  -1.326  -4.685
H  -2.192  -0.645  -5.054
H  -3.935  1.948  1.027
H  -2.780  2.663  -0.104
H  -0.943  2.280  1.374
H  -2.250  2.938  2.319
H  -1.685  1.321  3.761
H  -2.776  0.326  2.760
H  -0.407  0.033  1.405
H  0.286  0.208  4.361
H  0.853  1.322  3.114
H  2.487  -0.479  3.840
H  2.242  -0.391  2.112
H  1.231  -2.473  4.116
H  2.226  -2.699  2.687
C  1.294  0.133  7.255
O  1.836  0.836  6.138
H  0.345  -0.292  6.937
H  1.953  -0.679  7.574
H  1.115  0.803  8.099
H  2.677  1.218  6.404
C  1.173  2.321  -1.580
O  -0.047  2.807  -1.009
H  1.907  3.122  -1.533
H  1.545  1.460  -1.018
H  1.037  2.034  -2.623
H  -0.689  2.094  -1.067
C  -7.808  -4.674  1.609
O  -7.821  -3.388  1.000
H  -8.038  -5.399  0.833
H  -6.826  -4.908  2.029
H  -8.562  -4.753  2.397
H  -7.616  -2.739  1.677
C  3.976  0.503  -3.011
O  3.060  0.969  -4.004
H  3.471  0.558  -2.048
H  4.264  -0.528  -3.209
H  4.868  1.133  -2.982
H  3.517  0.915  -4.847
C  -1.167  5.545  0.312
O  -2.176  6.151  1.121
H  -0.390  6.289  0.162
H  -0.733  4.674  0.804
H  -1.568  5.247  -0.659
H  -2.874  5.506  1.256
C  3.910  -4.061  -2.765
O  3.426  -2.832  -3.291
H  4.974  -4.106  -2.986
H  3.773  -4.116  -1.682
H  3.419  -4.919  -3.232
H  2.485  -2.776  -3.104
C  7.606  -0.817  -3.521
O  6.720  -0.358  -4.545
H  7.069  -0.749  -2.578
H  7.885  -1.862  -3.693
H  8.504  -0.203  -3.467
H  7.184  -0.414  -5.383
C  9.990  1.208  -0.909
O  10.086  0.817  -2.275
H  8.977  0.987  -0.583
H  10.692  0.650  -0.284
H  10.173  2.278  -0.786
H  10.978  1.010  -2.576
C  -0.922  -5.055  6.479
O  -2.061  -4.334  6.927
H  -0.803  -5.920  7.126
H  -1.056  -5.393  5.448
H  -0.025  -4.432  6.544
H  -2.160  -3.569  6.351
C  1.994  6.054  -1.336
O  2.928  5.356  -2.154
H  2.224  5.817  -0.300
H  2.079  7.135  -1.478
H  0.972  5.740  -1.553
H  2.728  5.551  -3.072
C  -5.929  1.724  -4.731
O  -4.536  1.720  -4.444
H  -6.197  2.717  -5.085
H  -6.173  0.994  -5.509
H  -6.505  1.496  -3.830
H  -4.333  0.841  -4.110

=====

Entry 4:
Entry from OMol25: a molecular structure, C13H23BN9Pt (wB97M-V/def2-TZVPD).

The calculation puts the energy relative to the best compared isomer or geometry (same formula, charge and spin) at 13.5 kcal/mol. The calculation puts the HOMO energy (spin up / spin down) at -17.4772 / -18.0636 eV. The net charge is +3. As for the total energy: -1145.06623 Eh. The max |F| is 0.9 eV/Å. The LUMO energy (spin up / spin down) is -8.92 / -13.29 eV. The multiplicity is 5. The frontier orbital gap (spin up / spin down) is 8.6 / 4.8 eV.

Positions of all 47 atoms, in Å:
Pt  -0.034  0.030  -0.020
C  -2.423  -2.708  2.634
C  -2.025  -2.240  1.373
N  -1.113  -1.289  1.486
N  -0.902  -1.111  2.820
C  -1.693  -1.962  3.525
B  0.013  -0.055  3.343
N  -0.491  1.364  2.840
C  -1.004  2.278  3.587
C  -1.618  3.287  2.707
C  -1.378  2.812  1.413
N  -0.690  1.691  1.462
N  1.482  -0.289  2.817
C  2.553  -0.502  3.526
C  3.637  -0.778  2.615
C  3.038  -0.697  1.331
N  1.764  -0.444  1.428
H  -3.140  -3.482  2.847
H  -2.380  -2.561  0.408
H  -1.672  -1.981  4.603
H  0.064  -0.023  4.530
H  -0.974  2.236  4.668
H  -2.127  4.193  3.011
H  -1.685  3.266  0.489
H  2.561  -0.471  4.606
H  4.659  -1.014  2.874
H  3.503  -0.861  0.378
N  -1.199  1.318  -1.581
C  -0.556  1.254  -2.904
C  0.933  1.490  -2.736
N  1.546  0.589  -1.735
C  2.051  -0.674  -2.324
C  0.934  -1.646  -2.636
N  0.063  -1.826  -1.450
H  -2.188  1.099  -1.640
H  -1.140  2.286  -1.284
H  -0.960  2.024  -3.564
H  -0.789  0.295  -3.351
H  1.095  2.516  -2.402
H  1.431  1.384  -3.703
H  2.324  1.073  -1.309
H  2.723  -1.140  -1.609
H  2.634  -0.482  -3.227
H  1.360  -2.594  -2.963
H  0.322  -1.283  -3.454
H  0.408  -2.577  -0.862
H  -0.862  -2.123  -1.746